(1)
A 2-piece molecular cluster, C18H17NO5S overall at a distorted geometry. Source: the OMol25 dataset; level of theory: ωB97M-V with the def2-TZVPD basis set.

Each line ends with the natural charge from an NBO analysis.
CARTESIAN COORDINATES (ANGSTROEM)
C: -4.3554 -2.2981 1.4210  -0.869
S: -2.8833 -1.8551 0.5077  2.157
O: -1.9838 -2.9866 0.4984  -0.957
O: -3.2438 -1.5103 -0.8459  -0.948
C: -1.9917 -0.5036 1.2544  -0.316
C: -1.6077 -0.4989 2.5723  -0.173
C: -0.8796 0.5575 3.0806  -0.169
C: -0.5604 1.5825 2.2245  -0.104
C: -0.9688 1.6165 0.9013  -0.056
C: -1.6935 0.5554 0.4204  -0.161
C: -0.5601 2.8077 0.0543  0.543
O: -1.3119 3.3574 -0.7248  -0.495
C: 0.8595 3.2675 0.3120  -0.053
C: 1.6772 3.6604 -0.7173  -0.189
C: 2.9817 4.0296 -0.4179  -0.184
C: 3.3906 3.9708 0.8937  -0.196
C: 2.5669 3.5992 1.9365  -0.161
C: 1.2707 3.2327 1.6393  -0.153
C: 0.2802 2.7639 2.6810  0.560
O: 0.1824 3.2662 3.7817  -0.497
H: -4.9289 -1.3839 1.6032  0.248
H: -4.1065 -2.8441 2.3325  0.252
H: -4.9316 -2.9324 0.7409  0.272
H: -1.8387 -1.3327 3.2314  0.231
H: -0.5454 0.6182 4.1111  0.242
H: -2.0342 0.5198 -0.6116  0.263
H: 1.2647 3.6632 -1.7225  0.236
H: 3.6247 4.3412 -1.2344  0.227
H: 4.4235 4.2315 1.1180  0.219
H: 2.9354 3.5605 2.9575  0.232
C: 2.6882 -3.6251 -2.8412  -0.720
C: 1.9949 -2.2895 -2.7235  0.674
O: 2.6178 -1.2460 -2.5917  -0.641
N: 0.6389 -2.2783 -2.7684  -0.611
C: -0.2720 -3.4003 -2.9178  -0.418
H: 3.7619 -3.4696 -2.7881  0.242
H: 2.3909 -4.2815 -2.0224  0.227
H: 2.4517 -4.0941 -3.7972  0.224
H: 0.2443 -1.3550 -2.6836  0.399
H: -0.8725 -3.2410 -3.8154  0.195
H: -0.9320 -3.4306 -2.0493  0.222
H: 0.2555 -4.3447 -3.0010  0.206

Computed properties:
LUMO energy = -0.86 eV
SMILES = CS(=O)(=O)c1ccc2c(c1)C(=O)c1ccccc1C2=O.CNC(C)=O
gap between HOMO and LUMO = 8.33 eV
HOMO = -9.2 eV
total energy = -1525.24916 Eh
2S+1 = 1

(2)
C18H18BCl3CrF4N2O5Si as an isolated structure. Source: the OMol25 dataset; level of theory: ωB97M-V with the def2-TZVPD basis set.

Each line ends with the natural charge from an NBO analysis.
CARTESIAN COORDINATES (ANGSTROEM)
Cr: -1.2014 0.3039 -1.5656  1.358
O: -2.4299 3.6768 -3.7589  -0.828
Cl: -1.5983 2.6394 -3.2252  2.518
O: -0.3199 3.1548 -2.8226  -0.816
O: -1.4268 1.5447 -4.1537  -0.827
O: -2.2945 2.0600 -2.0138  -0.880
Cl: 1.5432 -3.1101 -2.9591  -0.023
C: 1.1814 -3.2208 -1.2590  -0.138
C: 1.8241 -4.2104 -0.5048  -0.207
C: 1.6086 -4.3237 0.8340  -0.084
Cl: 2.4422 -5.5871 1.7366  -0.076
C: 0.7214 -3.4433 1.4976  -0.120
C: 0.4424 -3.4863 2.8830  -0.161
C: -0.4401 -2.6010 3.4202  -0.269
C: -1.0697 -1.6652 2.5668  0.037
N: -0.8325 -1.5939 1.2886  -0.382
C: 0.0629 -2.4495 0.7356  0.165
C: 0.2915 -2.3018 -0.6990  0.376
O: -0.2785 -1.3852 -1.3573  -0.772
H: 2.5080 -4.8870 -1.0003  0.222
H: 0.9336 -4.2283 3.4994  0.211
H: -0.6680 -2.6117 4.4792  0.199
H: -1.7953 -0.9597 2.9650  0.185
C: -1.0249 4.0070 0.3473  -1.142
Si: -0.7326 2.2282 0.8869  1.837
C: -2.3904 1.4249 1.2793  -1.134
C: 0.0968 2.4053 2.5862  -1.134
N: 0.0812 1.3102 -0.3071  -1.206
C: 1.4297 1.1533 -0.4942  0.312
C: 1.9269 0.6639 -1.7275  -0.280
C: 3.2677 0.4106 -1.9378  -0.187
C: 4.2171 0.6618 -0.9490  -0.316
C: 3.7674 1.1964 0.2511  -0.205
C: 2.4207 1.4458 0.4742  -0.327
H: -0.9655 4.6935 1.1986  0.204
H: -2.0062 4.1165 -0.1198  0.238
H: -0.2818 4.2992 -0.3983  0.249
H: -3.2275 2.0595 0.9764  0.231
H: -2.4740 1.2353 2.3543  0.212
H: -2.5263 0.4656 0.7772  0.258
H: -0.6744 2.7387 3.2893  0.215
H: 0.9005 3.1468 2.5920  0.216
H: 0.5038 1.4574 2.9518  0.228
H: 1.2277 0.4829 -2.5360  0.196
H: 3.5772 0.0113 -2.8979  0.195
H: 5.2667 0.4493 -1.1116  0.186
H: 4.4772 1.4207 1.0418  0.183
H: 2.1231 1.8526 1.4285  0.201
F: -3.5145 -2.7306 -1.9998  -0.559
B: -3.6671 -1.3513 -2.1046  1.347
F: -2.5524 -0.8011 -2.8495  -0.576
F: -4.8508 -1.0223 -2.7564  -0.561
F: -3.5996 -0.7460 -0.8322  -0.568

Computed properties:
LUMO energy (alpha / beta) = 4.15 / 4.15 eV
gap between HOMO and LUMO (alpha / beta) = 5.81 / 6.06 eV
HOMO (alpha / beta) = -1.7 / -1.9 eV
total energy = -4321.51257 Eh
total charge = -2
2S+1 = 5

(3)
A 8-piece molecular cluster, C18H18Cl21N3 overall at a distorted geometry. Source: the OMol25 dataset; level of theory: ωB97M-V with the def2-TZVPD basis set.

Each line ends with the natural charge from an NBO analysis.
CARTESIAN COORDINATES (ANGSTROEM)
C: 0.3041 -1.8019 4.1487  -0.660
C: -0.1668 -2.0192 2.7235  0.199
N: 0.7722 -2.1271 1.8122  -0.390
C: 0.2713 -2.3620 0.5624  0.174
C: 1.1899 -2.5359 -0.5143  -0.227
C: 0.7666 -2.7796 -1.7899  -0.208
C: -0.6291 -2.8981 -2.0727  -0.213
C: -1.5174 -2.7178 -1.0549  -0.184
C: -1.0887 -2.4526 0.2698  0.075
N: -2.0321 -2.3007 1.2401  -0.374
C: -1.5759 -2.0959 2.4482  0.213
C: -2.6398 -1.9688 3.5300  -0.530
C: -3.2230 -3.3738 3.7323  0.157
N: -2.5538 -4.3050 4.2671  -0.589
H: -0.2749 -1.0492 4.6769  0.223
H: 0.3375 -2.7613 4.6716  0.222
H: 1.3309 -1.4354 4.1159  0.242
H: 2.2578 -2.4815 -0.3378  0.227
H: 1.4634 -2.9350 -2.6014  0.222
H: -1.0201 -3.1197 -3.0565  0.222
H: -2.5825 -2.7952 -1.2368  0.225
H: -2.2675 -1.5204 4.4450  0.235
H: -3.4008 -1.3283 3.0908  0.241
H: -4.2291 -3.5461 3.3545  0.176
H: -1.6399 -3.9233 4.5193  0.316
C: -1.5590 2.1024 3.7014  -0.284
Cl: -2.6007 1.1356 2.6524  0.014
Cl: -2.0433 1.9262 5.3913  0.007
Cl: 0.1288 1.6568 3.4893  0.028
H: -1.6713 3.1435 3.4257  0.233
C: 0.5762 0.5394 -4.3914  -0.283
Cl: 1.6659 1.9133 -4.1299  -0.006
Cl: 0.4531 -0.4623 -2.9372  0.043
Cl: -1.0174 1.1051 -4.9010  0.013
H: 0.9896 -0.0691 -5.1856  0.230
C: 0.9404 2.6741 -0.4381  -0.286
Cl: 1.9089 3.8979 0.3928  0.009
Cl: 1.2424 1.0759 0.2333  0.028
Cl: -0.7777 3.0725 -0.3440  0.011
H: 1.2286 2.6643 -1.4815  0.235
C: 2.9980 -2.4175 -6.9069  -0.286
Cl: 1.7939 -2.7277 -5.6495  0.003
Cl: 2.2192 -2.1633 -8.4661  0.029
Cl: 3.9931 -1.0264 -6.4740  0.021
H: 3.6397 -3.2855 -6.9822  0.231
C: 3.2029 3.7276 5.5707  -0.285
Cl: 3.0567 3.4987 3.8293  0.025
Cl: 1.7269 4.4388 6.2295  0.018
Cl: 3.5689 2.1983 6.3728  0.018
H: 4.0206 4.4111 5.7564  0.227
C: -3.8430 5.5372 5.4152  -0.281
Cl: -4.5956 7.0978 5.0926  0.027
Cl: -2.6754 5.1358 4.1502  0.004
Cl: -3.0676 5.5316 6.9981  0.026
H: -4.6155 4.7794 5.4122  0.231
C: 2.2344 0.3492 -11.4583  -0.285
Cl: 1.2656 1.2642 -10.3027  0.024
Cl: 3.9525 0.4940 -11.0855  0.022
Cl: 1.7425 -1.3466 -11.4791  0.019
H: 2.0652 0.7614 -12.4441  0.230

Computed properties:
LUMO energy = -0.09 eV
SMILES = [H]/N=C\Cc1nc2ccccc2nc1C.ClC(Cl)Cl.ClC(Cl)Cl.ClC(Cl)Cl.ClC(Cl)Cl.ClC(Cl)Cl.ClC(Cl)Cl.ClC(Cl)Cl
gap between HOMO and LUMO = 8.85 eV
HOMO = -8.9 eV
total energy = -10524.94461 Eh
2S+1 = 1

(4)
A single C18H18Cl2N2O2 molecule. Source: the OMol25 dataset; level of theory: ωB97M-V with the def2-TZVPD basis set.

Each line ends with the natural charge from an NBO analysis.
CARTESIAN COORDINATES (ANGSTROEM)
O: 1.1214 2.6363 -3.5844  -0.625
C: 1.3433 2.0841 -2.5282  0.684
N: 0.3913 1.8459 -1.6004  -0.630
H: 0.6232 1.3163 -0.7741  0.399
C: -1.0128 1.9277 -1.9337  -0.221
H: -1.3661 0.9375 -2.2449  0.202
H: -1.0903 2.6079 -2.7847  0.238
C: -1.8400 2.4453 -0.7575  -0.426
C: -1.8846 1.4906 0.4043  -0.048
C: -1.4966 1.8992 1.6742  -0.190
C: -1.6006 1.0515 2.7634  -0.236
C: -2.0921 -0.2286 2.5777  -0.037
C: -2.4568 -0.6709 1.3168  -0.252
C: -2.3545 0.1909 0.2414  -0.147
H: -2.6541 -0.1548 -0.7358  0.215
H: -2.8264 -1.6752 1.1819  0.230
Cl: -2.2723 -1.2827 3.9383  -0.003
H: -1.3105 1.3839 3.7481  0.228
H: -1.1175 2.9003 1.8214  0.215
H: -1.4354 3.4047 -0.4307  0.214
H: -2.8602 2.6118 -1.1122  0.223
C: 2.7277 1.5731 -2.1522  -0.502
H: 3.4482 2.0355 -2.8260  0.238
H: 2.9786 1.8344 -1.1229  0.212
C: 2.7690 0.0446 -2.3343  -0.221
N: 2.2545 -0.6585 -1.1832  -0.612
C: 1.0117 -1.1853 -1.1096  0.653
O: 0.2268 -1.2064 -2.0350  -0.619
C: 0.7014 -1.8238 0.2130  -0.110
C: 0.9461 -1.2358 1.4503  -0.035
C: 0.6697 -1.9063 2.6293  -0.236
C: 0.1219 -3.1761 2.5829  -0.170
C: -0.1716 -3.7603 1.3624  -0.221
C: 0.1147 -3.0856 0.1907  -0.172
H: -0.1068 -3.5228 -0.7710  0.235
H: -0.6213 -4.7404 1.3242  0.222
H: -0.0908 -3.6960 3.5039  0.224
H: 0.8733 -1.4316 3.5765  0.235
Cl: 1.5535 0.3881 1.5707  -0.003
H: 2.8265 -0.6454 -0.3529  0.403
H: 2.1595 -0.2423 -3.1945  0.240
H: 3.7991 -0.2810 -2.5033  0.205

Computed properties:
LUMO energy = 0.53 eV
SMILES = O=C(CCNC(=O)c1ccccc1Cl)NCCc1ccc(Cl)cc1
gap between HOMO and LUMO = 9.53 eV
HOMO = -9.0 eV
total energy = -1877.15805 Eh
2S+1 = 1

(5)
A single C18H18ClN3O4S molecule at a distorted geometry. Source: the OMol25 dataset; level of theory: ωB97M-V with the def2-TZVPD basis set.

Each line ends with the natural charge from an NBO analysis.
CARTESIAN COORDINATES (ANGSTROEM)
C: 5.1898 4.2301 0.6655  -0.253
H: 6.2060 3.9297 0.3920  0.176
O: 4.2342 3.6712 -0.2054  -0.489
C: 4.1299 2.3187 -0.2709  0.302
C: 4.9098 1.4263 0.4582  -0.312
C: 4.7138 0.0652 0.3074  -0.050
C: 3.7503 -0.4493 -0.5610  0.221
C: 2.9774 0.4535 -1.2825  -0.209
C: 3.1647 1.8137 -1.1399  -0.259
H: 2.5620 2.5094 -1.7004  0.228
H: 2.2176 0.1068 -1.9640  0.215
O: 3.6604 -1.8140 -0.6286  -0.473
C: 2.6838 -2.3837 -1.4569  -0.111
C: 1.2916 -2.1142 -0.9818  0.284
C: 0.7883 -1.7720 0.2403  -0.317
C: -0.6082 -1.6787 0.0098  0.046
N: -0.8837 -1.9461 -1.2444  -0.121
O: 0.2838 -2.2124 -1.8668  -0.263
C: -1.6569 -1.3335 1.0062  0.652
O: -1.3892 -1.0276 2.1513  -0.610
N: -2.9029 -1.4207 0.5071  -0.592
H: -3.0213 -1.6205 -0.4754  0.423
C: -4.0870 -1.0857 1.2697  -0.084
C: -4.7150 0.1495 0.6898  0.117
C: -4.9317 1.3250 1.3356  -0.424
S: -5.6710 2.4687 0.2833  0.372
C: -5.6260 1.2511 -0.9851  0.102
N: -5.1129 0.1378 -0.6129  -0.467
C: -6.1478 1.5367 -2.3404  -0.660
H: -7.2054 1.7928 -2.2937  0.230
H: -6.0166 0.6588 -2.9671  0.242
H: -5.6169 2.3789 -2.7819  0.231
H: -4.7039 1.5823 2.3495  0.243
C: -5.0780 -2.2490 1.2408  -0.603
H: -4.6060 -3.1501 1.6233  0.217
H: -5.9437 -2.0151 1.8548  0.215
H: -5.4083 -2.4210 0.2194  0.218
H: -3.7533 -0.8840 2.2926  0.242
H: 1.3050 -1.6071 1.1606  0.260
H: 2.7863 -2.0517 -2.4999  0.198
H: 2.8811 -3.4615 -1.4197  0.226
Cl: 5.6840 -1.0345 1.2130  0.022
H: 5.6690 1.7613 1.1447  0.235
H: 4.9944 3.9534 1.7061  0.178
H: 5.0912 5.3087 0.5552  0.203

Computed properties:
LUMO energy = 0.67 eV
SMILES = COc1ccc(OCc2cc(C(=O)N[C@H](C)c3csc(C)n3)no2)c(Cl)c1
gap between HOMO and LUMO = 8.93 eV
HOMO = -8.3 eV
total energy = -2020.29228 Eh
2S+1 = 1

(6)
A single C18H18F3N3O3 molecule at a distorted geometry. Source: the OMol25 dataset; level of theory: ωB97M-V with the def2-TZVPD basis set.

Each line ends with the natural charge from an NBO analysis.
CARTESIAN COORDINATES (ANGSTROEM)
O: 1.8530 0.0636 2.5883  -0.612
C: 2.0025 -0.7811 1.7318  0.662
N: 1.1111 -1.1785 0.8097  -0.606
C: -0.2002 -0.7211 0.6065  0.093
C: -0.9128 -1.2567 -0.4626  -0.200
C: -2.2069 -0.8602 -0.7193  -0.272
C: -2.8458 0.0854 0.0947  0.171
C: -2.1164 0.6151 1.1668  -0.224
C: -0.8176 0.2244 1.4172  -0.220
H: -0.2809 0.6458 2.2505  0.249
H: -2.5715 1.3319 1.8308  0.207
N: -4.1359 0.4800 -0.1557  -0.428
C: -5.0320 -0.2943 -0.9852  -0.240
H: -4.9503 -0.0065 -2.0442  0.184
C: -6.4681 -0.0798 -0.5113  -0.072
O: -6.8820 1.2671 -0.6141  -0.528
C: -5.8227 2.1905 -0.4625  -0.071
C: -4.7072 1.6672 0.4395  -0.241
H: -3.9382 2.4392 0.5255  0.215
H: -5.1127 1.4642 1.4423  0.184
H: -6.2623 3.0970 -0.0389  0.196
H: -5.4002 2.4363 -1.4485  0.167
H: -6.5549 -0.4175 0.5326  0.167
H: -7.1624 -0.6628 -1.1218  0.196
H: -4.7917 -1.3568 -0.8943  0.214
H: -2.7175 -1.2786 -1.5716  0.214
H: -0.4388 -1.9854 -1.1050  0.212
H: 1.4310 -1.8691 0.1313  0.439
C: 3.3508 -1.5366 1.5973  -0.307
N: 4.1092 -1.0439 0.4656  -0.368
C: 4.9983 -0.0550 0.6350  0.118
C: 5.7367 0.4249 -0.4095  -0.251
C: 5.5584 -0.1368 -1.6963  -0.118
C: 4.6470 -1.1250 -1.8698  -0.294
C: 3.8384 -1.6142 -0.7902  0.616
O: 2.9608 -2.4605 -0.8873  -0.658
H: 4.4755 -1.5767 -2.8334  0.237
H: 6.1519 0.2301 -2.5195  0.237
C: 6.7249 1.5337 -0.2199  0.982
F: 7.9244 1.2370 -0.7496  -0.324
F: 6.3309 2.6745 -0.8155  -0.323
F: 6.9380 1.8304 1.0685  -0.321
H: 5.1031 0.3417 1.6350  0.239
H: 3.1632 -2.6024 1.4431  0.246
H: 3.9200 -1.3802 2.5139  0.231

Computed properties:
LUMO energy = 0.02 eV
SMILES = O=C(Cn1cc(C(F)(F)F)ccc1=O)Nc1ccc(N2CCOCC2)cc1
gap between HOMO and LUMO = 7.34 eV
HOMO = -7.3 eV
total energy = -1386.34099 Eh
2S+1 = 1